# 1
Computed, not measured: 4 unconnected molecules or ions with the total composition C6H12O, with the ωB97M-V functional and the def2-TZVPD basis.

ΔE to the lowest compared entry with this formula, charge and spin = 144.22 kcal per mole
LUMO level = 0.035 hartree
orbital gap = 10.1 eV
DFT total energy = -8458.0998 eV
HOMO level = -9.147 eV

XYZ file:
```
19
C6H12O | OMol25 | the ωB97M-V functional and the def2-TZVPD basis
C 1.29855 0.22944 1.16928
C 1.10787 -0.67673 0.15411
C 1.68301 -0.48028 -1.22808
C -1.07351 -0.66280 -0.48612
C -1.93273 -0.37656 0.51474
C -1.80210 0.63349 -0.56532
O -1.20177 1.89078 -0.39229
H -0.24446 0.48412 1.81712
H 1.48351 -0.09479 2.18848
H 1.63369 1.24038 0.92896
H 0.98209 -1.71619 0.45720
H 2.71080 -0.86714 -1.23376
H 1.71814 0.57687 -1.50767
H 1.13040 -1.02278 -2.00129
H -0.85605 -1.49177 -1.14427
H -2.67849 -0.87418 1.12342
H -1.04882 0.28552 1.67351
H -2.61272 0.76752 -1.28409
H -0.57291 1.82753 0.33619
```

These are the Mulliken partial charges, in e, on atoms 1 to 5: -1.36, 0.41, -1.08, -0.24, -0.39

***

# 2
Computed, not measured: 4 unconnected molecules or ions with the total composition C22H24O11S, with the ωB97M-V functional and the def2-TZVPD basis.

ΔE to the lowest compared entry with this formula, charge and spin = 0.00 kcal per mole
LUMO level = -0.029 hartree
orbital gap = 8.3 eV
SMILES string = O=C1C=CC(=O)c2c(S)cccc21.C[C@@H]1COC(=O)O1.C[C@@H]1COC(=O)O1.C[C@@H]1COC(=O)O1
DFT total energy = -56561.1749 eV
HOMO level = -9.032 eV

XYZ file:
```
58
C22H24O11S | OMol25 | the ωB97M-V functional and the def2-TZVPD basis
O -5.48427 -0.55242 -3.60534
C -4.81435 -0.67673 -2.60575
C -5.39397 -0.56713 -1.23850
C -4.88603 -1.30841 -0.25859
C -3.75358 -2.23863 -0.56208
O -3.67293 -3.32276 -0.03463
C -2.79833 -1.73986 -1.61038
C -1.42420 -1.98910 -1.59735
S -0.60045 -2.94095 -0.33401
C -0.64346 -1.46854 -2.62507
C -1.20407 -0.73225 -3.65985
C -2.56488 -0.48356 -3.67577
C -3.35018 -0.97165 -2.64239
H -6.21774 0.11868 -1.08606
H -5.26663 -1.29119 0.75416
H -0.48512 -1.95222 0.55900
H 0.42363 -1.64775 -2.63108
H -0.57498 -0.34514 -4.45046
H -3.02947 0.09457 -4.46269
C -0.09691 -0.45977 6.11501
C -0.47166 -0.69999 4.67673
C 0.45358 -1.60980 3.89785
O 0.29525 -1.12317 2.55587
C -0.06760 0.18038 2.62913
O -0.10762 0.92274 1.70315
O -0.37106 0.51466 3.90256
H -0.73748 0.30371 6.55417
H -0.20734 -1.37881 6.69015
H 0.93416 -0.11329 6.19396
H -1.50517 -1.04891 4.60004
H 0.18287 -2.66105 3.94844
H 1.49883 -1.48391 4.18821
C 1.26760 3.60235 2.52171
C 0.55229 4.58508 3.40678
C 0.32849 5.96130 2.82016
O 0.29254 6.78860 3.99102
C 1.02158 6.17369 4.95459
O 1.33647 6.67195 5.98499
O 1.33764 4.91446 4.57226
H 1.49612 2.69475 3.07557
H 0.64816 3.33656 1.66922
H 2.21123 4.01871 2.16353
H -0.39207 4.16095 3.76049
H -0.60158 6.05713 2.26626
H 1.16443 6.28171 2.19392
C 3.83656 -3.94551 -4.19995
C 3.12642 -2.87639 -4.98788
C 3.94424 -2.19881 -6.06585
O 3.33437 -0.90327 -6.13642
C 2.78335 -0.63852 -4.92826
O 2.34291 0.41281 -4.59792
O 2.79744 -1.74956 -4.15160
H 3.21876 -4.27956 -3.36728
H 4.05258 -4.80238 -4.83796
H 4.77201 -3.56483 -3.78825
H 2.18992 -3.26265 -5.40067
H 3.88998 -2.69012 -7.03368
H 4.98966 -2.07619 -5.77324
```

These are the Mulliken partial charges, in e, on atoms 1 to 5: -0.54, 0.10, -0.45, -0.54, 0.22

***

# 3
Computed, not measured: 2 unconnected molecules or ions with the total composition C6H11NO, with the ωB97M-V functional and the def2-TZVPD basis.

ΔE to the lowest compared entry with this formula, charge and spin = 77.85 kcal per mole
LUMO level = 0.023 hartree
orbital gap = 9.8 eV
SMILES string = C=C(C)C.COC#N
DFT total energy = -9935.0787 eV
HOMO level = -9.138 eV

XYZ file:
```
19
C6H11NO | OMol25 | the ωB97M-V functional and the def2-TZVPD basis
C 0.96500 0.39228 -0.59071
C 0.44530 1.33123 0.24168
C 1.21944 1.57339 1.52395
C -0.84988 2.06947 0.02542
H 0.67636 0.12496 -1.60572
H 1.87415 -0.01680 -0.25207
H 1.11163 0.63644 2.04645
H 0.81428 2.33631 2.15371
H 2.27079 1.87519 1.29735
H -0.80933 3.03493 0.49595
H -1.66718 1.42173 0.41827
H -0.81350 2.11904 -1.02787
C -0.57060 -2.71189 0.12668
O -1.32679 -1.97058 -0.76524
C -1.10628 -1.83158 -2.02136
N -0.96938 -1.52891 -3.12596
H -0.25614 -3.62975 -0.41973
H -1.16266 -3.10075 0.95983
H 0.15480 -2.12472 0.51935
```

These are the Mulliken partial charges, in e, on atoms 1 to 5: -1.49, 1.15, -1.35, -1.11, 0.51

***

# 4
Computed, not measured: a single C23H29N3O3S2 molecule, with the ωB97M-V functional and the def2-TZVPD basis.

ΔE to the lowest compared entry with this formula, charge and spin = 10.75 kcal per mole
LUMO level = 0.020 hartree
orbital gap = 8.2 eV
SMILES string = C=CCn1c(SCC(=O)c2cc(C)n([C@@H](C)COC)c2C)nc2sc(C)c(C)c2c1=O
DFT total energy = -56605.1039 eV
HOMO level = -7.626 eV

XYZ file:
```
60
C23H29N3O3S2 | OMol25 | the ωB97M-V functional and the def2-TZVPD basis
C 0.88996 0.48458 2.29301
C -0.31945 0.90054 1.97254
C -1.57305 0.46465 2.66905
N -2.56243 -0.00529 1.70998
C -2.44696 -1.23055 1.13856
S -1.16097 -2.28806 1.70216
C -0.86500 -3.22248 0.16999
C -0.12490 -2.30145 -0.79246
O -0.67773 -1.92809 -1.80989
C 1.20102 -1.90337 -0.37324
C 1.92302 -2.38137 0.75652
C 3.12167 -1.73891 0.78141
C 4.22472 -1.89047 1.76871
N 3.17441 -0.87022 -0.29095
C 4.33876 -0.06072 -0.58386
C 5.16551 -0.65277 -1.72565
C 4.00328 1.41741 -0.82644
O 5.12604 2.16412 -0.41590
C 4.97242 3.54602 -0.61536
C 2.02127 -0.96845 -1.00239
C 1.69575 -0.17484 -2.21454
N -3.23723 -1.69855 0.23137
C -4.22648 -0.88883 -0.17419
S -5.36723 -1.33531 -1.38479
C -6.18739 0.19650 -1.20019
C -7.38850 0.50569 -2.02191
C -5.60824 0.99910 -0.26376
C -6.11703 2.35789 0.08618
C -4.47259 0.38066 0.33714
C -3.59144 0.89581 1.35198
O -3.65253 1.98303 1.89562
H 1.76745 0.83652 1.77905
H 1.05246 -0.22573 3.08554
H -0.47608 1.60573 1.16676
H -1.36847 -0.32044 3.40011
H -2.03265 1.32642 3.16727
H -0.27652 -4.09387 0.44719
H -1.83217 -3.50775 -0.24061
H 1.59423 -3.10948 1.46969
H 3.93831 -2.64490 2.49620
H 4.41398 -0.95857 2.30258
H 5.15141 -2.20872 1.29119
H 4.96163 -0.06172 0.31569
H 4.60207 -0.67628 -2.65418
H 6.05505 -0.04607 -1.86932
H 5.46627 -1.66904 -1.48223
H 3.79036 1.61769 -1.88528
H 3.12077 1.70696 -0.23340
H 5.88996 4.01359 -0.26537
H 4.82329 3.78093 -1.67645
H 4.12109 3.93786 -0.04533
H 0.82317 -0.61752 -2.68729
H 2.51714 -0.16325 -2.92677
H 1.45089 0.85446 -1.95189
H -7.21297 1.39014 -2.63500
H -8.24549 0.71077 -1.37980
H -7.62936 -0.32975 -2.67301
H -5.48131 2.80264 0.84524
H -6.12673 2.99851 -0.79504
H -7.13648 2.29459 0.46573
```

These are the Mulliken partial charges, in e, on atoms 1 to 5: -0.59, 0.18, -1.56, 0.05, 0.54

***

# 5
Computed, not measured: a molecular structure, C38H41F5InN4O4PS, with the ωB97M-V functional and the def2-TZVPD basis.

ΔE to the lowest compared entry with this formula, charge and spin = 0.00 kcal per mole
LUMO level = 0.152 hartree
total charge = -2
orbital gap = 6.1 eV
DFT total energy = -93108.8614 eV
HOMO level = -1.951 eV

XYZ file:
```
95
C38H41F5InN4O4PS | OMol25 | the ωB97M-V functional and the def2-TZVPD basis
In 0.11014 -0.28063 -0.89413
C 0.05324 -3.00962 -2.04917
C 0.51987 -2.02030 -2.94396
C 1.81369 -1.62393 -2.51828
C 2.12659 -2.36143 -1.34576
C 1.04155 -3.22315 -1.06939
C 0.92261 -4.21812 0.04915
C 3.44298 -2.31663 -0.62491
C 2.72542 -0.67390 -3.23992
C -0.20115 -1.46305 -4.13956
C -1.27170 -3.71209 -2.09096
H 0.75375 -5.23283 -0.33080
H 0.09091 -3.99607 0.72715
H 1.82899 -4.25541 0.65943
H 4.21027 -2.93169 -1.11301
H 3.35572 -2.68388 0.40169
H 3.84087 -1.29940 -0.57170
H 2.18021 0.17746 -3.64933
H 3.25715 -1.16545 -4.06587
H 3.48643 -0.26821 -2.56737
H -0.00557 -2.03841 -5.05363
H 0.09785 -0.43006 -4.33316
H -1.28453 -1.45913 -3.99088
H -1.16007 -4.78716 -2.28183
H -1.90847 -3.30946 -2.88104
H -1.82008 -3.61243 -1.14875
F -5.68469 4.52665 2.19152
C -4.96805 3.43079 2.51980
C -4.05533 2.89103 1.63348
F -3.90043 3.46399 0.42959
C -3.32017 1.77071 1.97835
F -2.43604 1.34561 1.06645
C -3.45623 1.11397 3.21276
S -2.55636 -0.29507 3.65526
C -4.39876 1.69925 4.07146
F -4.62534 1.16756 5.28637
C -5.13268 2.82311 3.74905
F -6.02331 3.33330 4.62532
C 3.06187 -1.26200 5.21322
N 1.62385 -1.03719 5.26108
C 0.93750 -2.22313 4.73697
N 1.39012 -2.62777 3.40717
C 2.83431 -2.80158 3.42520
N 3.58330 -1.63037 3.89651
C 3.43630 -0.51652 2.94083
P 1.66999 -0.05590 2.71634
C 1.23424 0.15643 4.48594
C 0.95547 -1.68177 2.36189
H 3.29638 -2.08127 5.89924
H 3.57485 -0.36053 5.55784
H -0.13361 -2.02245 4.70777
H 1.12897 -3.05225 5.42439
H 3.17586 -3.05772 2.42079
H 3.06736 -3.63302 4.09669
H 3.85914 -0.80962 1.97629
H 3.99363 0.35560 3.29706
H 0.15721 0.31554 4.57260
H 1.75397 1.03689 4.87781
H 1.27813 -2.02488 1.37576
H -0.13364 -1.59646 2.34854
C -0.01814 2.89008 3.45980
C 1.20284 3.27370 2.66365
C 1.69904 4.57244 2.74570
C 2.75774 4.99228 1.95980
C 3.31935 4.10247 1.05177
C 2.85806 2.79867 0.94341
C 3.41106 1.87650 -0.10615
C 1.81540 2.36163 1.78767
N 1.33043 1.05079 1.66780
H -0.83093 3.57678 3.23137
H 0.16554 2.93930 4.53754
H -0.35898 1.88541 3.21524
H 1.21724 5.26980 3.42447
H 3.12706 6.00864 2.03133
H 4.11940 4.43036 0.39614
H 4.26355 2.33571 -0.61001
H 2.64731 1.65797 -0.85858
H 3.72684 0.91980 0.31225
O 0.68354 2.51511 -4.29136
C 0.45625 2.51259 -3.07771
O 0.71876 1.55462 -2.27885
C -0.19664 3.76661 -2.49425
C -0.50658 4.80501 -3.36245
C -1.13595 5.97326 -2.92819
C -1.43480 6.04521 -1.59258
O -2.06415 7.06882 -0.91681
C -2.17146 6.62551 0.43512
O -1.53853 5.36467 0.54674
C -1.12197 5.02178 -0.72051
C -0.50476 3.86598 -1.13022
H -0.24846 4.66853 -4.40411
H -1.38882 6.77812 -3.60610
H -3.22851 6.53100 0.70216
H -1.66529 7.34406 1.08744
H -0.27508 3.05879 -0.44778
```

These are the Mulliken partial charges, in e, on atoms 1 to 5: 0.94, 0.15, 0.19, 0.24, 0.79

***

# 6
Computed, not measured: a molecular structure, C23H44HoNP3Se, with the ωB97M-V functional and the def2-TZVPD basis.

LUMO level (alpha / beta) = -0.412 / -0.410 hartree
total charge = +3
multiplicity = 5
orbital gap (alpha / beta) = 4.6 / 4.7 eV
expectation value of S² = 6.0057
DFT total energy = -145038.2937 eV
HOMO level (alpha / beta) = -15.813 / -15.814 eV

XYZ file:
```
73
C23H44HoNP3Se | OMol25 | the ωB97M-V functional and the def2-TZVPD basis
Ho -0.95210 -0.24834 0.07183
P -1.75171 -2.69770 0.71775
P 1.53274 -0.47191 1.64299
P 1.24123 -1.15027 -1.65388
H -3.23182 1.22077 -1.62916
C -2.92840 0.16812 -1.58751
C -1.62762 -0.26129 -1.98484
H -0.75729 0.44966 -2.06452
C -3.21903 -2.37720 1.79737
C -0.72566 -3.82032 1.75955
C -2.44646 -3.82941 -0.56938
C 2.77428 0.88446 1.67071
C 0.76872 -0.22054 3.30252
C 2.61899 -1.91437 2.00570
C 0.88393 -1.05514 -3.46079
C 1.57913 -2.94255 -1.45627
C 2.92794 -0.44875 -1.67410
H -3.86356 -0.40871 -1.75607
H -1.42825 -1.37602 -1.99740
H -3.92489 -1.69674 1.29130
H -2.92598 -1.92172 2.75738
H -3.73155 -3.32907 2.00614
H -0.44930 -3.34235 2.71438
H 0.20681 -4.07912 1.23010
H -1.28357 -4.74841 1.97531
H -3.12192 -3.27479 -1.24049
H -3.00806 -4.64329 -0.06951
H -1.63757 -4.25861 -1.18794
H 3.33394 0.90117 2.61898
H 2.25670 1.84394 1.54108
H 3.49508 0.77144 0.85151
H 1.45842 -0.56177 4.09024
H -0.17011 -0.78719 3.38122
H 0.53673 0.84184 3.44643
H 3.21151 -1.75741 2.91956
H 3.31799 -2.08742 1.17941
H 2.00809 -2.81363 2.14920
H 1.68719 -1.57695 -4.00418
H 0.82574 -0.00343 -3.77709
H -0.09141 -1.51908 -3.67402
H 2.19990 -3.25501 -2.30798
H 0.63456 -3.50306 -1.45090
H 2.10718 -3.13221 -0.51332
H 3.43651 -0.83008 -2.57154
H 3.50074 -0.72222 -0.78037
H 2.85823 0.64556 -1.72455
C 1.25616 3.20426 -2.66790
C 0.24164 3.26666 -3.65055
C 0.51456 3.02645 -4.98677
C 1.78805 2.65701 -5.37580
C 2.79807 2.53364 -4.39492
C 2.53811 2.81123 -3.04910
Se 1.12720 3.81289 -0.81209
H -0.09291 4.53993 -1.13412
H -0.76282 3.57530 -3.33063
H -0.27413 3.19240 -5.77192
H 2.04444 2.44484 -6.42096
H 3.79703 2.20985 -4.67132
H 3.34474 2.72658 -2.30752
N -2.41415 1.45853 1.04280
C -2.13048 1.87012 2.38117
C -2.58062 1.09440 3.42106
C -2.12853 1.39090 4.71212
C -1.33562 2.52611 4.91747
C -0.91694 3.30779 3.84784
C -1.32338 2.99907 2.55628
H -3.30560 0.97147 0.91433
H -2.35277 2.18502 0.33390
H -3.23009 0.22145 3.25438
H -2.41866 0.75851 5.54699
H -1.02371 2.78231 5.92635
H -0.29860 4.18548 4.02710
H -0.98697 3.58694 1.70697
```

These are the Mulliken partial charges, in e, on atoms 1 to 5: 0.10, 0.90, 0.76, 0.83, 0.38